# 1
Entry from OMol25: 2 unconnected molecules or ions with the total composition C4H6N2O (ωB97M-V with the def2-TZVPD basis set).

Structure (XYZ):
```
13
C4H6N2O | OMol25 | ωB97M-V with the def2-TZVPD basis set
O -2.952 1.258 1.080
C -1.970 0.554 0.538
C -1.394 -0.155 -0.355
N -0.622 0.263 0.950
H -3.689 1.283 0.452
H -1.134 -0.622 -1.286
H -0.652 -0.534 1.599
C 2.324 -0.012 -0.210
C 1.649 -1.058 -0.976
N 1.105 -1.876 -1.587
H 3.379 0.036 -0.490
H 2.234 -0.217 0.859
H 1.839 0.948 -0.401
```

For the energy relative to the best compared isomer or geometry (same formula, charge and spin), the calculation gives 440.4 kJ/mol. The HOMO energy comes out at -8.212 eV. The LUMO energy comes out at 0.537 eV. For the orbital gap, the calculation gives 8.75 eV.

Atomic partial charges in e from the natural (NBO) method, atoms 1 to 8: O -0.636; C 0.432; C -0.225; N -0.642; H 0.498; H 0.255; H 0.318; C -0.724

***

# 2
Entry from OMol25: a single C4H6N2O molecule (ωB97M-V with the def2-TZVPD basis set).

Structure (XYZ):
```
13
C4H6N2O | OMol25 | ωB97M-V with the def2-TZVPD basis set
C 1.715 1.449 -0.743
C 0.648 0.446 -0.432
N -0.051 -0.091 -1.402
O -0.992 -0.889 -0.874
C -0.789 -0.883 0.544
N -1.904 -1.260 1.308
C 0.229 0.061 0.912
H 1.542 1.909 -1.719
H 1.709 2.221 0.030
H 2.709 0.990 -0.743
H -2.489 -1.932 0.827
H -2.452 -0.452 1.574
H 0.125 -1.568 0.716
```

For the energy relative to the best compared isomer or geometry (same formula, charge and spin), the calculation gives 501.6 kJ/mol. The HOMO energy comes out at -9.346 eV. The LUMO energy comes out at -0.447 eV. For the orbital gap, the calculation gives 8.90 eV.

Atomic partial charges in e from the natural (NBO) method, atoms 1 to 8: C -0.643; C 0.024; N -0.020; O -0.306; C 0.086; N -0.805; C -0.084; H 0.229

***

# 3
Entry from OMol25: a single C4H6N2O molecule (ωB97M-V with the def2-TZVPD basis set).

Structure (XYZ):
```
13
C4H6N2O | OMol25 | ωB97M-V with the def2-TZVPD basis set
N 1.148 -1.941 -0.360
C 0.327 -0.837 -0.033
C -0.953 -0.703 0.443
C -1.261 0.693 0.492
C -0.148 1.355 0.046
O 0.138 2.684 -0.098
N 0.808 0.429 -0.273
H 0.593 -2.741 -0.643
H 1.751 -2.217 0.409
H -1.611 -1.517 0.724
H -2.187 1.150 0.816
H -0.327 3.009 -0.881
H 1.721 0.637 -0.642
```

For the energy relative to the best compared isomer or geometry (same formula, charge and spin), the calculation gives 87.4 kJ/mol. The HOMO energy comes out at -7.674 eV. The LUMO energy comes out at 0.845 eV. For the orbital gap, the calculation gives 8.52 eV.

Atomic partial charges in e from the natural (NBO) method, atoms 1 to 8: N -0.841; C 0.262; C -0.329; C -0.357; C 0.396; O -0.689; N -0.535; H 0.378

***

# 4
Entry from OMol25: a single C4H6N2O molecule (ωB97M-V with the def2-TZVPD basis set).

Structure (XYZ):
```
13
C4H6N2O | OMol25 | ωB97M-V with the def2-TZVPD basis set
H -1.194 -0.201 -2.927
N -0.479 -1.042 -2.826
C -0.026 -0.681 -1.538
N -0.147 0.381 -0.658
C 0.335 0.043 0.588
C -0.180 0.963 1.659
C 0.935 -1.031 0.365
O 0.859 -1.469 -0.940
H -0.655 1.320 -0.906
H -1.213 0.763 2.154
H 0.233 0.760 2.557
H 0.035 1.888 1.287
H 1.499 -1.692 1.185
```

For the energy relative to the best compared isomer or geometry (same formula, charge and spin), the calculation gives 350.4 kJ/mol. The HOMO energy comes out at -8.087 eV. The LUMO energy comes out at 0.567 eV. For the orbital gap, the calculation gives 8.65 eV.

Atomic partial charges in e from the natural (NBO) method, atoms 1 to 8: H 0.306; N -0.747; C 0.659; N -0.612; C 0.063; C -0.636; C 0.068; O -0.429

***

# 5
Entry from OMol25: a single C4H6N2O molecule (ωB97M-V with the def2-TZVPD basis set).

Structure (XYZ):
```
13
C4H6N2O | OMol25 | ωB97M-V with the def2-TZVPD basis set
N 1.664 -1.020 -1.312
C 1.202 -0.124 -0.549
O 1.768 0.798 0.240
C 0.394 1.344 0.711
C -0.185 0.270 -0.154
C -1.570 -0.138 -0.311
N -0.898 -0.654 0.901
H 2.686 -1.003 -1.294
H -0.569 0.108 1.603
H 0.317 2.381 0.374
H -1.820 -0.920 -1.025
H -2.350 0.591 -0.118
H -0.639 -1.634 0.935
```

For the energy relative to the best compared isomer or geometry (same formula, charge and spin), the calculation gives 579.9 kJ/mol. The HOMO energy comes out at -7.428 eV. The LUMO energy comes out at 0.695 eV. For the orbital gap, the calculation gives 8.12 eV.

Atomic partial charges in e from the natural (NBO) method, atoms 1 to 8: N -0.709; C 0.555; O -0.514; C -0.332; C -0.005; C -0.221; N -0.641; H 0.357

***

# 6
Entry from OMol25: a single C4H6N2O molecule (ωB97M-V with the def2-TZVPD basis set).

Structure (XYZ):
```
13
C4H6N2O | OMol25 | ωB97M-V with the def2-TZVPD basis set
N 1.908 0.926 -0.021
C 0.587 0.431 0.050
N -0.476 1.276 -0.168
C -1.646 0.571 -0.173
C -1.343 -0.754 0.048
C 0.070 -0.832 0.197
O 0.855 -1.934 0.425
H 2.223 0.906 -0.989
H 2.532 0.326 0.508
H -0.372 2.278 -0.177
H -2.596 1.058 -0.346
H -2.041 -1.583 0.064
H 0.278 -2.696 0.540
```

For the energy relative to the best compared isomer or geometry (same formula, charge and spin), the calculation gives 93.8 kJ/mol. The HOMO energy comes out at -7.510 eV. The LUMO energy comes out at 0.912 eV. For the orbital gap, the calculation gives 8.42 eV.

Atomic partial charges in e from the natural (NBO) method, atoms 1 to 8: N -0.831; C 0.192; N -0.505; C -0.065; C -0.367; C 0.183; O -0.679; H 0.366

***

Number 1: E_tot -340.6272 Eh. Number 2: E_tot -340.6039 Eh. Number 3: E_tot -340.7616 Eh. Number 4: E_tot -340.6615 Eh. Number 5: E_tot -340.5740 Eh. Number 6: E_tot -340.7592 Eh.